Entry 1:
# C2H5O2S

A 2-piece molecular cluster, C2H5O2S overall (ωB97M-V/def2-TZVPD, the Open Molecules 2025 dataset).

Output
Charge   -1
ΔE to the lowest compared entry with this formula, charge and spin   31.17 kcal per mole
HOMO energy   -4.37 eV
2S+1   1
LUMO level   3.7 eV
Orbital gap   8.0275 eV

Structure (XYZ):
```
10
Properties=species:S:1:pos:R:3:nbo_charge:R:1
C 1.748 0.571 0.684 -0.74
S 0.244 1.701 0.592 -0.22
H 2.637 0.527 -0.070 0.20
H 2.177 0.704 1.704 0.19
H 1.316 -0.453 0.588 0.25
O -2.359 -1.203 -2.157 -0.75
C -1.866 -0.766 -1.075 0.63
O -0.742 -0.969 -0.509 -0.79
H -2.637 -0.605 -0.237 -0.01
H -0.518 0.492 0.481 0.24
```

***

Entry 2:
# C27H21ClIN2O8RhS2Si

C27H21ClIN2O8RhS2Si as an isolated structure (ωB97M-V/def2-TZVPD, the Open Molecules 2025 dataset).

Output
Charge   -2
ΔE to the lowest compared entry with this formula, charge and spin   8.51 kcal per mole
HOMO energy   -3.52 eV
2S+1   1
LUMO level   3.4 eV
Orbital gap   6.8991 eV

Structure (XYZ):
```
64
Properties=species:S:1:pos:R:3:nbo_charge:R:1
Rh 1.204 -1.017 0.931 0.73
Cl -2.677 0.142 6.460 -0.05
C -1.451 0.258 5.214 -0.10
C -0.600 1.328 5.202 -0.21
C 0.406 1.449 4.232 -0.26
I 1.676 3.089 4.246 0.13
C 0.578 0.490 3.236 0.35
O 1.485 0.507 2.327 -0.66
C -0.378 -0.589 3.241 0.09
N -0.262 -1.454 2.193 -0.35
C -1.052 -2.497 2.096 0.06
C -2.068 -2.723 3.049 -0.24
C -2.234 -1.855 4.087 -0.16
C -1.374 -0.739 4.216 -0.03
H -0.708 2.096 5.955 0.23
H -0.875 -3.162 1.260 0.26
H -2.711 -3.584 2.932 0.22
H -3.017 -2.009 4.818 0.22
O 2.888 -3.888 -0.506 -1.02
S 1.771 -3.672 0.402 2.55
O 1.000 -4.854 0.727 -1.01
O 0.826 -2.619 -0.263 -0.98
O 2.237 -2.930 1.627 -1.07
N 2.894 -0.779 -0.362 -0.77
C 2.860 -0.250 -1.703 0.13
C 2.047 -0.834 -2.665 -0.27
C 2.020 -0.304 -3.944 -0.12
C 2.791 0.805 -4.278 -0.34
C 3.608 1.373 -3.314 -0.19
C 3.643 0.845 -2.029 -0.25
S 2.703 1.482 -5.937 2.41
O 1.317 1.919 -6.065 -1.03
O 3.675 2.570 -5.941 -1.04
O 3.048 0.367 -6.808 -1.03
H 3.033 -1.794 -0.430 0.44
H 3.668 -0.393 0.164 0.39
H 1.452 -1.699 -2.400 0.25
H 1.385 -0.746 -4.702 0.22
H 4.211 2.229 -3.587 0.24
H 4.279 1.294 -1.272 0.20
C -2.899 -1.160 -3.549 -0.22
C -2.049 -0.108 -3.863 -0.24
C -1.159 0.369 -2.910 -0.12
C -1.102 -0.185 -1.629 -0.50
C -1.954 -1.253 -1.341 -0.20
C -2.847 -1.737 -2.287 -0.22
Si 0.074 0.534 -0.350 1.21
C -1.001 1.648 0.748 -0.48
C -2.125 1.150 1.418 -0.21
C -2.874 1.943 2.275 -0.22
C -2.518 3.270 2.478 -0.23
C -1.417 3.791 1.815 -0.24
C -0.671 2.986 0.961 -0.14
H -3.589 -1.542 -4.293 0.20
H -2.065 0.338 -4.849 0.22
H -0.483 1.173 -3.183 0.22
H -1.899 -1.734 -0.372 0.20
H -3.495 -2.571 -2.042 0.20
H 0.966 1.471 -1.073 -0.19
H -2.426 0.118 1.266 0.21
H -3.731 1.524 2.791 0.20
H -3.095 3.893 3.151 0.20
H -1.130 4.825 1.969 0.20
H 0.194 3.405 0.458 0.21
```

***

Entry 3:
# C30H78BCoF4N4O14

C30H78BCoF4N4O14 as an isolated structure (ωB97M-V/def2-TZVPD, the Open Molecules 2025 dataset).

Output
Charge   +1
ΔE to the lowest compared entry with this formula, charge and spin   177.25 kcal per mole
HOMO energy (spin up / spin down)   -9.61 / -9.61 eV
Expectation value of S²   3.75
2S+1   4
LUMO level (spin up / spin down)   -3.0 / -4.0 eV
Orbital gap (spin up / spin down)   6.6401 / 5.6218 eV

Structure (XYZ):
```
132
Properties=species:S:1:pos:R:3:mulliken_spin:R:1
Co 18.182 16.304 -11.126 2.80
B 18.313 16.963 -8.352 0.00
F 17.496 17.684 -7.516 0.00
F 17.661 16.174 -9.145 0.00
F 18.984 17.825 -9.258 0.01
F 19.199 16.187 -7.625 0.00
C 16.679 13.879 -7.154 0.00
O 16.987 12.628 -6.583 0.00
C 16.344 12.321 -5.306 0.00
C 14.892 12.304 -5.339 0.00
N 14.004 13.427 -5.334 0.00
C 14.374 14.447 -4.314 0.00
C 14.266 14.174 -2.753 0.00
O 15.355 13.422 -2.194 0.00
C 15.286 12.783 -0.901 0.00
H 15.620 13.853 -7.410 0.00
H 17.338 14.021 -8.011 0.00
H 16.792 14.644 -6.387 0.00
H 16.697 12.937 -4.479 0.00
H 16.657 11.343 -4.938 0.00
H 14.565 11.583 -4.590 0.00
H 14.599 11.671 -6.177 0.00
H 14.165 13.917 -6.202 0.00
H 13.915 15.424 -4.466 0.00
H 15.388 14.709 -4.616 0.00
H 13.334 13.620 -2.646 0.00
H 14.080 15.034 -2.110 0.00
H 16.276 12.385 -0.677 0.00
H 14.602 11.939 -0.813 0.00
H 14.968 13.571 -0.218 0.00
C 15.384 15.042 -11.596 0.01
O 16.118 16.180 -11.303 0.06
C 15.495 17.369 -11.806 0.00
C 16.303 18.498 -11.080 0.00
N 17.717 18.278 -11.307 0.03
C 18.257 18.885 -12.551 -0.01
C 18.374 20.361 -12.557 0.00
O 19.599 20.684 -11.881 0.00
C 19.687 22.068 -11.469 0.00
H 16.099 14.287 -11.266 0.00
H 15.029 14.953 -12.623 0.00
H 14.569 14.983 -10.875 0.00
H 14.466 17.447 -11.453 0.00
H 15.573 17.445 -12.890 0.00
H 16.175 18.589 -10.001 0.00
H 15.963 19.417 -11.557 0.00
H 18.108 18.799 -10.535 0.00
H 17.648 18.621 -13.415 0.00
H 19.245 18.430 -12.623 0.02
H 17.540 20.693 -11.938 0.00
H 18.282 20.914 -13.492 0.00
H 19.910 22.675 -12.346 0.00
H 20.534 22.209 -10.797 0.00
H 18.791 22.273 -10.882 0.00
C 19.857 26.595 -4.315 0.00
O 18.591 25.922 -4.057 0.00
C 18.595 24.839 -3.064 0.00
C 17.209 24.224 -2.866 0.00
N 16.786 23.658 -4.205 0.00
C 17.585 22.605 -4.795 0.00
C 16.481 21.566 -5.304 0.00
O 16.093 22.006 -6.541 0.00
C 15.291 20.989 -7.195 0.00
H 20.204 27.169 -3.456 0.00
H 19.624 27.294 -5.118 0.00
H 20.573 25.890 -4.738 0.00
H 19.076 25.230 -2.168 0.00
H 19.247 23.976 -3.198 0.00
H 16.537 25.050 -2.633 0.00
H 17.052 23.506 -2.060 0.00
H 17.081 24.415 -4.805 0.00
H 18.223 22.195 -4.012 0.00
H 18.228 23.138 -5.495 0.00
H 15.636 21.403 -4.635 0.00
H 16.912 20.568 -5.228 0.00
H 15.176 21.087 -8.275 0.00
H 14.238 20.853 -6.946 0.00
H 15.630 19.968 -7.019 0.00
C 23.159 14.050 -14.505 0.00
O 23.612 15.381 -14.054 0.00
C 22.635 16.424 -14.371 0.00
C 23.244 17.724 -13.682 0.00
N 23.082 17.669 -12.239 0.00
C 24.015 16.715 -11.492 0.00
C 24.147 17.065 -9.991 0.00
O 22.851 16.996 -9.355 0.00
C 22.415 18.263 -8.740 0.00
H 23.932 13.300 -14.339 0.00
H 22.958 14.076 -15.576 0.00
H 22.288 13.684 -13.961 0.00
H 21.599 16.379 -14.036 0.00
H 22.452 16.431 -15.445 0.00
H 22.663 18.602 -13.963 0.00
H 24.264 17.853 -14.045 0.00
H 23.128 18.520 -11.697 0.00
H 25.028 16.638 -11.885 0.00
H 23.539 15.742 -11.619 0.00
H 24.626 18.043 -9.961 0.00
H 24.698 16.224 -9.569 0.00
H 23.104 18.659 -7.994 0.00
H 21.399 18.191 -8.351 0.00
H 22.435 18.920 -9.610 0.00
C 20.217 18.215 -4.861 0.00
C 20.877 19.283 -4.078 0.00
O 20.136 20.512 -4.299 0.00
O 20.141 18.515 -6.241 0.00
H 19.193 18.089 -4.511 0.00
H 20.752 17.265 -4.832 0.00
H 21.835 19.397 -4.585 0.00
H 21.045 19.191 -3.005 0.00
H 19.793 20.374 -5.184 0.00
H 19.904 17.725 -6.733 0.00
C 20.256 13.443 -6.580 0.00
C 21.598 14.201 -6.576 0.00
O 22.608 13.723 -7.423 0.00
O 20.070 12.164 -7.222 0.00
H 19.443 14.098 -6.895 0.00
H 20.151 13.287 -5.507 0.00
H 22.121 14.282 -5.623 0.00
H 21.307 15.210 -6.867 0.00
H 22.323 13.940 -8.314 0.00
H 20.479 11.531 -6.627 0.00
C 20.751 14.985 -11.494 -0.01
C 19.972 14.144 -10.363 0.00
O 18.571 14.336 -10.675 0.02
O 20.337 16.276 -11.218 0.08
H 20.360 14.750 -12.484 -0.01
H 21.818 14.791 -11.379 0.00
H 20.157 14.604 -9.393 0.00
H 20.200 13.078 -10.333 0.00
H 18.241 13.437 -10.606 0.01
H 21.138 16.798 -11.297 0.00
```

***

Entry 4:
# C4H15N2O

A 2-piece molecular cluster, C4H15N2O overall (ωB97M-V/def2-TZVPD, the Open Molecules 2025 dataset).

Output
Charge   +1
ΔE to the lowest compared entry with this formula, charge and spin   31.13 kcal per mole
HOMO energy   -13.39 eV
2S+1   1
LUMO level   -3.4 eV
Orbital gap   10.0320 eV

Structure (XYZ):
```
22
Properties=species:S:1:pos:R:3:nbo_charge:R:1
N -0.964 -1.971 0.804 -0.71
C 0.411 -1.747 0.240 -0.24
C 1.130 -0.536 0.841 -0.23
N 0.575 0.756 0.469 -0.68
C 1.183 1.436 -0.702 -0.22
C 0.302 1.354 -1.943 -0.60
H -1.254 -2.924 0.547 0.45
H -0.860 -1.960 1.847 0.43
H -1.636 -1.138 0.597 0.50
H 0.312 -1.552 -0.836 0.23
H 0.970 -2.639 0.416 0.23
H 0.988 -0.605 1.932 0.20
H 2.167 -0.579 0.559 0.22
H 0.628 1.384 1.296 0.39
H 1.370 2.510 -0.479 0.22
H 2.068 0.867 -0.948 0.18
H -0.596 1.854 -1.770 0.22
H 0.021 0.321 -2.074 0.18
H 0.873 1.726 -2.783 0.23
H -2.499 1.513 0.762 0.48
H -1.190 1.074 0.176 0.49
O -2.125 0.870 0.219 -0.98
```

***

Entry 5:
# C6H8

C6H8 as an isolated structure (ωB97M-V/def2-TZVPD, the Open Molecules 2025 dataset).

Output
ΔE to the lowest compared entry with this formula, charge and spin   97.21 kcal per mole
HOMO energy (spin up / spin down)   -7.51 / -7.40 eV
2S+1   1
LUMO level (spin up / spin down)   0.3 / 0.2 eV
Orbital gap (spin up / spin down)   7.7630 / 7.6417 eV

Structure (XYZ):
```
14
Properties=species:S:1:pos:R:3:nbo_charge:R:1
C 0.533 0.706 0.774 -0.08
C 0.634 1.808 1.433 -0.48
C 1.114 -1.143 -0.283 -0.46
C 0.945 -0.666 1.156 -0.13
C 0.193 0.031 -0.562 0.13
C -1.222 -0.115 -1.197 -0.64
H 0.306 2.858 1.012 0.20
H 1.065 1.809 2.427 0.21
H 2.088 -1.052 -0.750 0.19
H 0.823 -2.167 -0.417 0.20
H 0.322 -1.341 1.776 0.20
H -1.320 0.641 -2.095 0.23
H -1.936 0.150 -0.509 0.22
H -1.249 -1.101 -1.430 0.21
```

***

Entry 6:
# C19H59F2N8O20S2

C19H59F2N8O20S2 as an isolated structure (ωB97M-V/def2-TZVPD, the Open Molecules 2025 dataset).

Output
Charge   -1
HOMO energy   -7.71 eV
2S+1   1
LUMO level   2.0 eV
Orbital gap   9.6911 eV

Structure (XYZ):
```
110
Properties=species:S:1:pos:R:3:mulliken_charge:R:1
N -0.267 -0.224 0.440 -0.14
S 0.666 -1.451 0.975 0.70
O 1.921 -1.503 0.341 -0.48
O -0.047 -2.685 1.060 -0.62
F 0.866 -1.125 2.488 -0.04
S -0.133 1.239 0.912 0.68
O -0.821 2.056 -0.059 -0.57
O 1.117 1.600 1.486 -0.36
F -1.137 1.258 2.257 -0.38
C -3.561 -5.863 -0.793 -1.41
C -3.839 -4.445 -1.297 2.23
C -2.731 -3.789 -2.089 -1.27
O -2.747 -2.394 -1.849 -0.27
C -1.899 -1.678 -2.680 -0.83
N -5.141 -4.268 -2.033 -0.82
H -3.073 -6.460 -1.541 0.33
H -4.564 -6.276 -0.553 0.39
H -3.074 -5.916 0.221 0.26
H -3.889 -3.803 -0.479 -0.99
H -2.792 -3.918 -3.172 0.48
H -1.773 -4.112 -1.673 0.38
H -0.853 -1.972 -2.499 0.41
H -1.887 -0.611 -2.359 0.05
H -2.138 -1.733 -3.736 0.36
H -5.083 -3.524 -2.749 0.27
H -5.804 -3.998 -1.317 0.31
C 3.882 -0.218 -3.213 0.55
O 3.804 -0.042 -4.421 -0.77
N 3.286 -1.286 -2.566 -0.30
N 4.529 0.614 -2.366 -0.16
H 2.754 -1.136 -1.755 0.19
H 2.733 -1.868 -3.215 0.24
H 4.768 1.555 -2.645 0.24
H 4.583 0.500 -1.350 0.18
C 3.418 3.603 -3.807 0.65
O 4.504 3.557 -3.291 -0.81
N 2.974 2.780 -4.769 -0.51
N 2.619 4.659 -3.643 -0.35
H 3.476 1.872 -4.671 0.19
H 1.963 2.715 -4.960 0.24
H 2.910 5.304 -2.927 0.28
H 1.739 4.693 -4.133 0.13
C -4.358 4.418 0.532 0.54
O -5.000 4.953 1.362 -0.66
N -4.632 4.449 -0.829 -0.34
N -3.334 3.703 0.840 -0.15
H -4.464 3.698 -1.482 0.21
H -5.370 5.091 -1.062 0.19
H -3.007 3.621 1.792 0.09
H -2.753 3.301 0.103 0.18
C 4.934 4.910 0.239 -0.61
C 4.584 3.564 0.753 -0.12
O 5.452 2.622 0.206 -0.49
O 4.241 5.138 -1.012 -0.51
H 6.006 5.045 0.028 0.26
H 4.685 5.792 0.856 0.29
H 3.548 3.378 0.460 0.27
H 4.603 3.568 1.878 0.33
H 5.385 1.775 0.709 0.32
H 4.438 4.405 -1.595 0.39
C 0.463 0.756 5.036 0.35
C 0.530 -0.518 5.866 -0.19
O 0.927 -0.279 7.150 -0.58
O 1.844 1.277 4.887 -0.62
H -0.113 1.498 5.534 0.40
H 0.065 0.606 4.057 -0.39
H 1.203 -1.208 5.460 0.28
H -0.472 -1.048 5.845 0.09
H 1.550 0.427 7.105 0.36
H 1.950 1.613 3.999 0.28
C -2.283 -2.969 3.422 0.18
C -1.264 -3.865 4.149 -0.64
O 0.004 -3.915 3.597 -0.53
O -2.876 -3.711 2.282 -0.59
H -1.700 -2.113 3.077 -0.03
H -3.105 -2.680 4.133 0.28
H -1.748 -4.894 4.336 0.21
H -1.052 -3.534 5.184 0.37
H 0.029 -3.924 2.642 0.42
H -2.685 -3.214 1.456 0.15
C -1.599 2.984 -3.197 -0.40
C -1.304 2.387 -4.595 -0.34
O -0.634 3.596 -5.158 -0.49
O -2.465 2.280 -2.354 -0.46
H -1.922 4.021 -3.373 0.32
H -0.637 3.007 -2.764 0.30
H -2.219 2.124 -5.113 0.38
H -0.653 1.490 -4.547 0.19
H -0.788 3.519 -6.089 0.25
H -1.904 1.895 -1.629 0.29
C 5.708 -2.408 0.813 -0.23
C 5.881 -0.953 1.254 -0.39
O 4.885 -0.067 0.788 -0.28
O 6.168 -2.573 -0.518 -0.57
H 4.643 -2.648 0.939 0.11
H 6.311 -3.151 1.360 0.37
H 6.836 -0.505 0.843 0.27
H 5.873 -1.065 2.367 0.31
H 4.107 -0.270 1.272 0.07
H 5.564 -2.138 -1.143 0.29
C -5.570 -1.578 1.856 -0.67
C -4.809 -0.897 0.750 -0.27
O -3.433 -1.419 0.677 0.10
O -5.732 -3.014 1.762 -0.60
H -6.490 -1.029 1.876 0.48
H -5.095 -1.236 2.771 0.22
H -4.731 0.185 0.988 0.27
H -5.381 -0.906 -0.191 0.31
H -3.222 -1.679 -0.231 0.17
H -4.868 -3.393 2.017 0.36
```